The following is a quantum chemistry calculation of C3H3GaO3 as an isolated structure, from OMol25.

## Properties
E in eV: -61668.5217
Spin multiplicity: 2
Expectation value of S²: 0.7622
HOMO-LUMO gap (spin up / spin down) in eV: 9.548 / 5.077
Charge: +1
Highest occupied orbital energy (spin up / spin down) in eV: -14.55 / -13.91
E_LUMO (spin up / spin down) in eV: -5.004 / -8.834

Geometry (Å):
C1 -0.07 -1.75 -0.07
C2 -0.86 -0.67 0.05
O1 -0.44 0.58 0.26
Ga1 -1.09 2.02 1.01
H1 1.01 -1.68 0.00
H2 -0.53 -2.72 -0.25
H3 -1.95 -0.78 0.01
O2 0.74 2.56 0.15
C3 1.16 1.57 -0.37
O3 2.02 0.88 -0.77



The following is a quantum chemistry calculation of C3H3HgLiO2 as an isolated structure, from OMol25.

## Properties
E in eV: -11625.9936
Spin multiplicity: 2
Expectation value of S²: 0.7712
HOMO-LUMO gap (spin up / spin down) in eV: 8.095 / 5.715
Charge: +1
Highest occupied orbital energy (spin up / spin down) in eV: -12.79 / -12.39
E_LUMO (spin up / spin down) in eV: -4.695 / -6.673

Geometry (Å):
O1 -0.17 -0.01 0.32
C1 -1.33 -0.56 0.03
C2 -1.77 -1.67 0.64
Hg1 1.42 0.16 -1.21
H1 -1.96 -0.09 -0.75
H2 -2.67 -2.17 0.29
H3 -1.22 -2.08 1.50
O2 3.57 2.71 -0.62
C3 3.71 2.04 -1.52
Li1 0.43 1.66 1.32



The following is a quantum chemistry calculation of C3H3HgLiO2 as an isolated structure, from OMol25.

## Properties
E in eV: -11613.8795
HOMO-LUMO gap in eV: 8.733
Charge: +2
Highest occupied orbital energy in eV: -18.89
E_LUMO in eV: -10.154

Geometry (Å):
O1 0.51 -0.52 -0.68
C1 -0.42 -0.47 0.17
C2 -1.77 -0.03 -0.23
H1 -2.50 -0.70 0.25
H2 -1.96 0.96 0.22
H3 -1.89 0.03 -1.33
O2 2.68 0.56 1.36
C3 3.56 1.26 1.23
Hg1 1.06 -0.74 1.48
Li1 0.74 -0.36 -2.47



The following is a quantum chemistry calculation of C3H3HgMgO3 as an isolated structure, from OMol25.

## Properties
E in eV: -18911.4044
Spin multiplicity: 3
Expectation value of S²: 2.0163
HOMO-LUMO gap (spin up / spin down) in eV: 6.515 / 5.125
Charge: +1
Highest occupied orbital energy (spin up / spin down) in eV: -11.45 / -11.92
E_LUMO (spin up / spin down) in eV: -4.937 / -6.795

Geometry (Å):
O1 -0.16 -0.85 2.03
C1 0.26 0.30 2.09
C2 -0.11 1.24 1.05
H1 0.98 0.63 2.84
H2 0.40 2.19 1.10
H3 -1.17 1.27 0.87
Mg1 -0.73 -2.12 0.66
O2 -0.11 -0.05 -1.72
C3 0.09 -1.16 -1.96
O3 0.59 -2.00 -2.80
Hg1 -0.05 0.55 -4.16



The following is a quantum chemistry calculation of C3H3HgO4 as an isolated structure, from OMol25.

## Properties
E in eV: -15519.3169
Spin multiplicity: 2
Expectation value of S²: 1.3835
HOMO-LUMO gap (spin up / spin down) in eV: 7.183 / 6.517
Highest occupied orbital energy (spin up / spin down) in eV: -8.08 / -8.73
E_LUMO (spin up / spin down) in eV: -0.900 / -2.213

Geometry (Å):
O1 1.55 0.69 -1.67
C1 1.27 1.27 -0.61
C2 -0.08 1.30 -0.10
O2 -0.89 0.41 -0.55
Hg1 0.04 -0.74 -2.39
H1 2.06 1.76 0.00
H2 -0.28 1.69 0.91
C3 -0.70 -1.42 0.37
O3 0.18 -2.22 0.70
O4 -1.73 -1.30 1.22
H3 -1.42 -1.46 2.13



The following is a quantum chemistry calculation of C3H3I as an isolated structure, from OMol25.

## Properties
E in eV: -11254.8374
HOMO-LUMO gap in eV: 8.130
Highest occupied orbital energy in eV: -8.18
E_LUMO in eV: -0.047

Geometry (Å):
C1 0.21 0.18 -0.08
C2 0.99 0.93 -0.90
C3 -0.33 -0.90 0.51
I1 -2.39 -1.24 0.34
H1 -0.42 0.92 -0.68
H2 1.62 1.66 -0.33
H3 0.32 -1.54 1.14



The following is a quantum chemistry calculation of one molecule with the formula C3H3I2N, from OMol25.

## Properties
E in eV: -20847.9566
HOMO-LUMO gap in eV: 7.611
SMILES string: INC1=C[C@H]1I
Highest occupied orbital energy in eV: -8.54
E_LUMO in eV: -0.931

Geometry (Å):
C1 0.16 1.21 0.15
C2 -0.72 0.26 0.85
C3 -0.21 0.14 -0.52
N1 -0.17 -0.65 -1.59
I1 -2.82 0.80 1.06
I2 0.00 0.19 -3.49
H1 0.55 2.20 0.18
H2 -0.42 -0.38 1.67
H3 -0.82 -1.42 -1.60



The following is a quantum chemistry calculation of C3H3I3O as an isolated structure, from OMol25.

## Properties
E in eV: -29501.4314
HOMO-LUMO gap in eV: 7.246
Highest occupied orbital energy in eV: -8.65
E_LUMO in eV: -1.405

Geometry (Å):
C1 0.33 -0.43 0.69
C2 -2.21 0.99 1.66
C3 1.06 0.09 -0.38
O1 1.80 -0.75 -1.25
I1 0.81 -2.40 0.93
I2 -2.90 -0.49 0.39
I3 -2.02 2.96 0.84
H1 1.69 0.93 -0.15
H2 0.29 0.45 -1.03
H3 1.16 -1.35 -1.70



The following is a quantum chemistry calculation of a 2-piece molecular cluster, C3H3IN2O overall, from OMol25.

## Properties
E in eV: -16284.9657
HOMO-LUMO gap in eV: 8.954
SMILES string: N=C=NI.C=C=O
Highest occupied orbital energy in eV: -9.34
E_LUMO in eV: -0.386

Geometry (Å):
C1 -1.04 -1.41 0.08
C2 1.50 0.60 -0.09
C3 1.07 1.76 0.22
N1 -0.68 -2.53 -0.13
N2 -1.59 -0.44 0.57
O1 2.07 -0.39 -0.33
I1 -2.77 0.98 -0.10
H1 0.13 1.90 0.80
H2 1.11 2.50 -0.67
H3 0.19 -2.97 -0.35



The following is a quantum chemistry calculation of a 2-piece molecular cluster, C3H3IN2O overall, from OMol25.

## Properties
E in eV: -16282.1634
Spin multiplicity: 3
Expectation value of S²: 2.0180
HOMO-LUMO gap (spin up / spin down) in eV: 6.477 / 7.653
Highest occupied orbital energy (spin up / spin down) in eV: -6.25 / -10.00
E_LUMO (spin up / spin down) in eV: 0.225 / -2.350

Geometry (Å):
C1 0.20 1.39 0.77
C2 0.84 0.12 -1.11
C3 0.49 1.31 -0.54
N1 -0.03 1.49 1.87
N2 0.82 -0.95 -1.71
O1 0.41 2.45 -1.24
I1 -2.35 -3.65 2.28
H1 -2.81 -2.91 3.52
H2 1.73 -1.58 -1.71
H3 0.71 2.33 -2.13



The following is a quantum chemistry calculation of a 2-piece molecular cluster, C3H3IO overall, from OMol25.

## Properties
E in eV: -13304.4035
HOMO-LUMO gap in eV: 8.151
SMILES string: C#CC=O.I
Highest occupied orbital energy in eV: -9.25
E_LUMO in eV: -1.096

Geometry (Å):
C1 -2.27 -0.28 0.31
C2 0.30 -0.50 0.70
C3 -1.13 -0.47 0.56
O1 1.03 -0.62 -0.27
I1 2.70 1.60 -1.95
H1 1.97 0.35 -1.04
H2 -3.15 0.11 -0.05
H3 0.55 -0.18 1.74



The following is a quantum chemistry calculation of a 2-piece molecular cluster, C3H3IO overall, from OMol25.

## Properties
E in eV: -13300.9949
HOMO-LUMO gap (spin up / spin down) in eV: 7.437 / 7.438
Highest occupied orbital energy (spin up / spin down) in eV: -8.99 / -8.99
E_LUMO (spin up / spin down) in eV: -1.549 / -1.548

Geometry (Å):
C1 2.08 0.97 1.06
C2 1.01 0.55 0.69
C3 -1.02 -0.82 -0.37
O1 -0.69 -0.83 -1.64
I1 -2.55 0.50 0.34
H1 3.03 1.34 1.56
H2 -1.07 -1.77 0.28
H3 -0.78 0.07 -1.92



How do the records compare in F_max? In the order shown, they have 0.085 0.046 0.082 0.181 0.094 0.043 0.030 0.060 0.091 0.078 0.042 0.066 hartree/bohr.